*a*
A cluster of 2 separate species, C3H4Br2S in total, computed with the ωB97M-V functional and the def2-TZVPD basis.

The geometry in ORCA input format:
```
! wB97M-V def2-TZVPD RIJCOSX def2/J DEFGRID3
* xyz 0 1
C -1.8705 0.7897 0.0447
C -0.9345 0.8861 0.9080
C 1.3891 -0.5464 -0.8861
S 2.3727 -1.7417 -0.1803
Br -3.7667 0.0798 0.7316
Br -0.6158 0.6258 2.6756
H -1.9767 1.2010 -0.8896
H 1.4031 0.4875 -0.7343
H 0.5098 -0.7955 -1.4265
H 3.4895 -0.9862 -0.2431
*
```

Computed properties:
HOMO level (spin up / spin down) in eV: -9.274 / -7.687
Kohn-Sham gap (spin up / spin down) in eV: 9.339 / 5.661

*b*
A cluster of 2 separate species, C3H4Br2S in total, computed with the ωB97M-V functional and the def2-TZVPD basis.

The geometry in ORCA input format:
```
! wB97M-V def2-TZVPD RIJCOSX def2/J DEFGRID3
* xyz 0 1
C -0.1635 -0.5579 2.2728
C 0.5716 0.0287 1.2783
C -0.2920 -0.5050 -1.7856
S -0.9689 1.0333 -2.0755
Br 0.4776 1.8428 0.9046
Br 1.0420 -1.2532 -2.8605
H -0.9978 -0.0056 2.6915
H -0.2816 -1.6552 2.2276
H 1.0186 -0.6048 0.5793
H -0.4061 1.6770 -3.2327
*
```

Computed properties:
HOMO level in eV: -9.040
Kohn-Sham gap in eV: 8.314

Which is most stable, and by how much? *b*, by 1.145 eV.

*a*
The ion C4H3O2 with charge +1, computed with the ωB97M-V functional and the def2-TZVPD basis.

The geometry in ORCA input format:
```
! wB97M-V def2-TZVPD RIJCOSX def2/J DEFGRID3
* xyz 1 1
C -0.0777 0.0074 -0.0558
C -1.1103 0.8871 0.1338
C -0.3276 -1.4989 -0.0557
C -2.3977 0.5300 0.0273
O -3.4981 0.2919 -0.0718
O -1.4320 -1.9645 0.0587
H 1.0195 0.1805 -0.1217
H -0.7852 1.8711 0.2302
H 0.4611 -2.2487 -0.0435
*
```

Computed properties:
HOMO level in eV: -15.916
Kohn-Sham gap in eV: 8.269

*b*
The ion C4H3O2 with charge +1, computed with the ωB97M-V functional and the def2-TZVPD basis.

The geometry in ORCA input format:
```
! wB97M-V def2-TZVPD RIJCOSX def2/J DEFGRID3
* xyz 1 1
C 0.5388 0.8389 -0.5986
C -0.5975 -1.8211 1.3658
C -0.9807 -0.8299 0.8112
C -0.5582 0.3631 -0.0826
O 0.6587 1.8997 -1.3286
O -1.8201 -0.0527 0.1825
H 1.5326 0.2083 -0.3864
H -0.0462 -2.4044 2.0588
H 1.2725 1.7981 -2.0221
*
```

Computed properties:
HOMO level in eV: -15.114
Kohn-Sham gap in eV: 7.351

Which is most stable, and by how much? *a*, by 5.242 eV.

*a*
A structure of composition C4H3O2, computed with the ωB97M-V functional and the def2-TZVPD basis.

The geometry in ORCA input format:
```
! wB97M-V def2-TZVPD RIJCOSX def2/J DEFGRID3
* xyz 1 1
C -0.0903 0.4643 0.8182
C 0.6494 -0.2863 -1.5266
C -0.1875 0.4065 -0.5956
C 0.4642 -1.0898 -0.3451
O -1.0782 0.1705 1.5765
O -0.6618 -0.7798 -1.1665
H 0.7698 1.0184 1.2032
H 1.0879 -0.2129 -2.4972
H -0.9535 0.3090 2.5331
*
```

Computed properties:
HOMO level in eV: -16.623
Kohn-Sham gap in eV: 11.737

*b*
The ion C4H3O2 with charge +1, computed with the ωB97M-V functional and the def2-TZVPD basis.

The geometry in ORCA input format:
```
! wB97M-V def2-TZVPD RIJCOSX def2/J DEFGRID3
* xyz 1 1
C 0.1479 0.7300 0.2633
C -0.2579 -1.5192 0.2364
C 0.6647 -0.5227 -0.2117
C -1.0285 -0.3775 -0.0062
O 0.0679 1.8146 -0.5690
O -0.2653 -1.0019 -1.0964
H 0.4848 0.9730 1.2298
H -0.0550 -2.8000 0.2975
H 0.2414 2.7036 -0.1438
*
```

Computed properties:
HOMO level in eV: -17.273
Kohn-Sham gap in eV: 10.940

Which is most stable, and by how much? *a*, by 0.997 eV.

*a*
The molecule C3H6N2, computed with the ωB97M-V functional and the def2-TZVPD basis.

The geometry in ORCA input format:
```
! wB97M-V def2-TZVPD RIJCOSX def2/J DEFGRID3
* xyz 0 1
C -1.2522 -0.6009 -0.0658
C 1.1688 -0.5573 0.1498
C 0.7778 0.8393 -0.0110
H -1.6617 1.0914 -0.1257
H -1.4577 -1.7125 -0.1324
H 2.0133 -0.8718 -0.4919
H 0.9312 -1.1434 1.0573
H 0.5415 1.3906 0.9585
H 1.1016 1.5003 -0.8121
N -2.1970 0.2884 0.0440
N 0.0345 -0.2240 -0.5707
*
```

Computed properties:
HOMO level in eV: -9.502
Kohn-Sham gap in eV: 10.525
SMILES string: [H]/N=C\N1CC1

*b*
A cluster of 2 separate species, C3H6N2 in total, computed with the ωB97M-V functional and the def2-TZVPD basis.

The geometry in ORCA input format:
```
! wB97M-V def2-TZVPD RIJCOSX def2/J DEFGRID3
* xyz 0 1
C 0.0744 -1.4935 -0.0692
C -0.4351 1.2738 0.3297
C 0.8434 0.4932 -0.0148
N -1.1408 -1.6055 -0.9232
N -0.1190 -2.2399 -1.1988
H 0.0647 -1.9242 0.9970
H -1.0439 1.2567 -0.5466
H -0.2096 2.3562 0.5484
H -1.0577 0.9604 1.1343
H 1.7435 0.4447 0.7739
H 1.2803 0.4779 -1.0306
*
```

Computed properties:
HOMO level in eV: -9.298
Kohn-Sham gap in eV: 9.869

*c*
The molecule C3H6N2, computed with the ωB97M-V functional and the def2-TZVPD basis.

The geometry in ORCA input format:
```
! wB97M-V def2-TZVPD RIJCOSX def2/J DEFGRID3
* xyz 0 1
C 1.4858 -0.8148 0.1379
C -0.1310 1.0285 0.2220
C -1.2614 0.1312 0.0562
H 1.4108 -0.9776 1.3672
H 0.8672 -1.7571 -0.1966
H 2.5370 -0.9590 -0.2226
H 1.0018 0.5219 -1.3357
H -0.3131 1.9957 -0.2269
H 0.1523 1.2551 1.3011
N 1.0442 0.4876 -0.3314
N -1.9323 -0.7945 -0.1233
*
```

Computed properties:
HOMO level in eV: -9.587
Kohn-Sham gap in eV: 10.506
SMILES string: CNCC#N

*d*
The molecule C3H6N2, computed with the ωB97M-V functional and the def2-TZVPD basis.

The geometry in ORCA input format:
```
! wB97M-V def2-TZVPD RIJCOSX def2/J DEFGRID3
* xyz 0 1
C -0.4782 0.1147 -0.0001
C 0.8387 -0.6190 -0.0695
C 2.0080 -0.0003 0.0454
H -1.3982 -1.6993 0.1968
H -2.5426 -0.3658 0.0205
H -1.4301 1.7259 -0.0550
H 0.7845 -1.6865 -0.1695
H 2.9445 -0.5465 -0.0147
H 2.0725 1.0696 0.1801
N -1.5962 -0.7228 0.0198
N -0.4954 1.3700 -0.0216
*
```

Computed properties:
HOMO level in eV: -9.164
Kohn-Sham gap in eV: 10.183
SMILES string: [H]/N=C(\N)C=C

Which is most stable, and by how much? *d*, by 0.669 eV.

*a*
The molecule C3H6N2, computed with the ωB97M-V functional and the def2-TZVPD basis.

The geometry in ORCA input format:
```
! wB97M-V def2-TZVPD RIJCOSX def2/J DEFGRID3
* xyz 0 1
C -1.1766 -0.1356 -1.5936
C 0.2881 0.2146 1.5463
C 1.1822 -0.0483 0.3198
H -0.3653 0.1382 -2.2635
H -2.0088 -0.6416 -2.1109
H -0.2393 -0.6768 1.8935
H 0.3697 1.1756 2.2189
H 2.0901 0.5362 0.0798
H 1.2266 -1.1256 -0.0085
N -1.2583 -0.0490 -0.3027
N -0.1083 0.6124 0.2208
*
```

Computed properties:
HOMO level in eV: -9.000
Kohn-Sham gap in eV: 10.180
SMILES string: C=NN1CC1

*b*
The molecule C3H6N2, computed with the ωB97M-V functional and the def2-TZVPD basis.

The geometry in ORCA input format:
```
! wB97M-V def2-TZVPD RIJCOSX def2/J DEFGRID3
* xyz 0 1
C 1.5433 -1.2244 -0.3203
N 0.6478 -0.3708 0.4486
C -1.8913 1.8213 0.0562
C -1.2567 0.6835 -0.0336
N -0.6686 -0.3939 -0.1561
H 1.2416 -2.2802 -0.3744
H 2.5312 -1.1523 0.1432
H 1.6168 -0.8295 -1.3373
H 0.5071 -0.7831 1.3680
H -2.5097 2.0466 0.9163
H -1.7621 2.5680 -0.7188
*
```

Computed properties:
HOMO level in eV: -8.840
Kohn-Sham gap in eV: 9.928
SMILES string: C=C=NNC

Which is most stable, and by how much? *b*, by 0.451 eV.

*a*
The molecule C3H6N2, computed with the ωB97M-V functional and the def2-TZVPD basis.

The geometry in ORCA input format:
```
! wB97M-V def2-TZVPD RIJCOSX def2/J DEFGRID3
* xyz 0 1
C 0.2053 0.7465 0.8333
C -0.2124 -0.1563 -1.1979
C 0.3970 -1.3856 -0.1989
H -1.4570 0.1179 0.3487
H 0.8889 1.5743 1.2258
H 0.3887 -0.3640 -2.0209
H -1.0974 0.3913 -0.9642
H -0.4175 -1.7847 0.3904
H 1.0691 -2.0230 -0.7182
N -1.0592 0.9848 0.9327
N 0.8143 -0.0046 -0.2013
*
```

Computed properties:
HOMO level in eV: -9.396
Kohn-Sham gap in eV: 10.459
SMILES string: [H]/N=C\N1CC1

*b*
The molecule C3H6N2, computed with the ωB97M-V functional and the def2-TZVPD basis.

The geometry in ORCA input format:
```
! wB97M-V def2-TZVPD RIJCOSX def2/J DEFGRID3
* xyz 0 1
C 1.3264 -0.4517 -0.2168
N 0.4113 0.2521 0.6726
C -0.7355 0.7509 -0.0157
C -1.7841 -0.2821 -0.1500
N -2.5522 -1.1459 -0.1717
H 0.8147 -1.0261 -1.0208
H 1.9793 -1.1758 0.2839
H 1.8356 0.4779 -0.4409
H 0.2950 -0.1002 1.5999
H -1.1519 1.6269 0.4857
H -0.4385 1.0739 -1.0262
*
```

Computed properties:
HOMO level in eV: -9.248
Kohn-Sham gap in eV: 10.189
SMILES string: CNCC#N

*c*
A structure of composition C3H6N2, computed with the ωB97M-V functional and the def2-TZVPD basis.

The geometry in ORCA input format:
```
! wB97M-V def2-TZVPD RIJCOSX def2/J DEFGRID3
* xyz 0 1
C -1.0282 -0.7065 0.0422
C 0.1667 0.0778 -0.4258
N 0.1735 1.4137 -0.1703
C 1.8880 -0.8449 0.1224
N 1.3866 -0.7010 1.1853
H -0.8513 -1.7754 -0.0814
H -1.2460 -0.5104 1.0939
H -1.8867 -0.4071 -0.5712
H 0.4851 -0.1534 -1.4360
H 0.9585 1.9317 -0.5413
H -0.0462 1.6757 0.7824
*
```

Computed properties:
HOMO level in eV: -10.014
Kohn-Sham gap in eV: 10.666

*d*
The molecule C3H6N2, computed with the ωB97M-V functional and the def2-TZVPD basis.

The geometry in ORCA input format:
```
! wB97M-V def2-TZVPD RIJCOSX def2/J DEFGRID3
* xyz 0 1
C -1.0067 0.6871 -0.3563
C -1.1295 -0.6035 0.4531
C 0.1117 -0.2295 -0.2125
N 1.9774 0.4070 0.5158
N 1.4236 -0.4890 -0.5263
H -1.4646 0.7558 -1.3371
H -1.0275 1.6183 0.1959
H -1.1953 -0.5035 1.5279
H -1.6940 -1.4405 0.0629
H 2.2868 1.2447 0.0193
H 1.7181 -1.4469 -0.3428
*
```

Computed properties:
HOMO level (spin up / spin down) in eV: -8.427 / -7.776
Kohn-Sham gap (spin up / spin down) in eV: 8.627 / 7.802

Which is most stable, and by how much? *b*, by 1.072 eV.